Model w:
16
Properties=species:S:1:pos:R:3:nbo_charge:R:1 method="wB97M-V/def2-TZVPD" orbital_gap_ha=0.3735 lumo_energy_ev=-3.314 charge=+1
C 2.95305 -0.07363 -0.07832 0.109
N -0.59784 -0.93405 0.28073 -0.802
H 4.79353 -0.83370 -0.23377 0.242
C -1.64337 -0.22629 0.29092 0.733
H 0.35467 -0.58878 -0.17974 0.477
H -4.15156 1.46859 1.70807 0.269
H 1.58869 -0.02874 -1.46454 0.481
H -4.07377 2.03841 0.06209 0.272
C 3.90682 -0.66390 -0.76081 -0.444
H 3.06719 0.53015 0.91764 0.220
H 3.72747 -1.01748 -1.69822 0.208
O 1.61537 0.28652 -0.59940 -0.722
N -2.52818 0.49962 0.62038 -0.281
H -4.50633 0.38955 0.07400 0.251
H -0.63959 -1.92613 0.46452 0.451
C -3.86617 1.07985 0.59647 -0.463

***

Model x:
16
Properties=species:S:1:pos:R:3:nbo_charge:R:1 method="wB97M-V/def2-TZVPD" orbital_gap_ha=0.3804 lumo_energy_ev=-3.760 charge=+1 smiles="CC1=[NH+][C@H](C)NO1"
H 3.24175 -0.57415 0.30660 0.264
H -3.03388 1.02847 0.51710 0.260
C 2.46047 -0.00318 -0.29063 -0.654
H -3.50586 -0.43800 -0.13499 0.266
H 2.64234 -0.37819 -1.34701 0.256
C -2.86721 0.34898 -0.21377 -0.649
C -1.44781 -0.14528 -0.04731 0.705
O -1.17285 -1.44766 -0.02335 -0.271
H -2.92284 0.89304 -1.07764 0.267
N -0.28979 0.47881 -0.02350 -0.541
N 0.28621 -1.58040 -0.08213 -0.341
H 1.06536 -0.16571 1.40927 0.185
H -0.00266 1.46154 -0.25324 0.457
H 2.68818 1.19044 -0.20351 0.257
C 0.98977 -0.35241 0.30681 0.120
H 0.39983 -2.53519 0.32019 0.418

***

What is the stability order? It is model w, model x, from most stable to least stable.

***

Model w:
16
Properties=species:S:1:pos:R:3:nbo_charge:R:1 method="wB97M-V/def2-TZVPD" orbital_gap_ha=0.3995 lumo_energy_ev=-3.171 charge=+1
H 4.71473 1.07848 -0.52114 0.491
H -1.83955 0.61024 1.93334 0.259
C -2.38994 -1.51117 -0.02044 -0.650
O 3.78458 1.05993 -0.62562 -0.958
H 0.14065 -1.07586 -1.28665 0.447
H -2.65131 -1.71458 -1.05458 0.250
H 0.30392 1.80469 1.54230 0.460
H 1.53897 0.73395 -0.75188 0.278
C 0.67081 0.59197 -0.13022 0.249
N -0.03662 1.15311 0.84210 -0.446
H -3.15107 -1.16225 0.66863 0.253
C -1.27940 -0.50639 0.10091 0.168
H 3.63911 1.37192 -1.53571 0.473
C -1.20661 0.44036 1.08122 -0.068
H -2.10362 -2.49407 0.37209 0.250
N -0.13464 -0.38034 -0.61434 -0.457

***

Model x:
16
Properties=species:S:1:pos:R:3:nbo_charge:R:1 method="wB97M-V/def2-TZVPD" orbital_gap_ha=0.3633 lumo_energy_ev=-4.829 charge=+1
O -0.27475 1.25515 -0.41495 -0.237
H -3.13959 -0.21159 0.12556 0.211
H 1.36824 -0.15632 1.74013 0.279
H -0.12031 -0.63649 1.75726 0.279
C -2.07565 -0.17455 -0.08456 0.253
H 1.02415 -1.54963 0.74549 0.294
C 0.66162 -0.54364 1.01228 -0.770
H 2.67541 0.27348 0.03584 0.297
H 2.02562 1.31526 -1.49545 0.286
N -1.43655 -1.04891 -0.71440 -0.687
C 1.91089 0.50018 -0.77206 -0.756
N -1.43097 1.01637 0.30806 -0.341
C 0.64073 0.38858 -0.12857 0.728
H -1.86801 -1.90428 -1.08085 0.411
H 2.06914 -0.43199 -1.41992 0.317
H -2.02998 1.90838 0.38615 0.436

***

Model y:
16
Properties=species:S:1:pos:R:3:nbo_charge:R:1 method="wB97M-V/def2-TZVPD" orbital_gap_ha=0.2545 lumo_energy_ev=-5.505 charge=+1
C 1.63363 0.36826 -0.58037 0.318
H 2.24905 -1.35762 0.50398 0.299
H -2.09999 1.52278 -0.32459 0.222
C -2.37810 0.49831 -0.15112 0.303
H 3.24057 1.58525 -0.01846 0.276
H -1.80101 -1.22663 0.70778 0.379
H -4.27870 0.79352 -0.67921 0.413
H 2.30277 0.96152 1.42802 0.300
H -3.96636 -0.67695 0.06075 0.400
H 0.92720 0.51648 -1.40587 0.262
N -3.65007 0.09429 -0.48313 -0.748
O -0.35160 0.14692 0.94989 -0.573
H 3.18148 -1.09209 -0.90684 0.284
N -1.51609 -0.28618 0.47002 -0.166
C 2.52582 -0.61386 -0.15584 -0.518
C 2.54204 0.76927 0.43482 -0.453

***

What is the stability order? It is model w, model x, model y, from most stable to least stable.

***

Model w:
16
Properties=species:S:1:pos:R:3:nbo_charge:R:1 method="wB97M-V/def2-TZVPD" orbital_gap_ha="0.3209 / 0.3209" lumo_energy_ev="-5.078 / -5.077" charge=+1
H 2.01664 2.28570 0.02793 0.245
N -4.20326 0.45894 -0.07878 0.096
N -0.50284 -0.73407 -0.54136 -0.619
H 0.83951 -1.52257 0.87991 0.267
H 0.29906 1.77209 -0.25043 0.179
C 0.90239 -1.01673 -0.09643 -0.273
H -0.98213 0.18147 1.27447 0.143
H 1.36838 -1.71716 -0.79481 0.266
H -0.85949 -1.48831 -1.13845 0.449
H 2.77893 0.00972 0.21906 0.247
C 1.73747 0.22367 0.02358 -0.212
H -4.65564 0.34072 0.85583 0.299
O -3.03026 0.14033 -0.14600 -0.269
C -1.19744 -0.73955 0.71387 0.110
H -0.50769 0.15430 -1.06709 0.443
C 1.32177 1.47311 -0.07604 -0.369

***

Model x:
16
Properties=species:S:1:pos:R:3:nbo_charge:R:1 method="wB97M-V/def2-TZVPD" orbital_gap_ha=0.3380 lumo_energy_ev=-3.512 charge=+1
N 2.55013 0.96285 -0.20883 -0.720
H 1.84261 0.26361 1.45089 0.240
H -2.71131 0.95327 0.37005 0.234
C -2.26510 0.24780 -0.19311 -0.642
H -2.09820 0.43925 -1.34467 0.217
H -1.09949 0.01399 1.54826 0.234
N 0.28030 0.64933 -0.02044 -0.531
H 2.22787 1.34610 -1.10124 0.397
C -0.16443 -1.86585 -0.03251 0.421
O 1.02408 -1.71655 0.02296 -0.503
C 1.51805 0.55040 0.48166 0.404
C -0.93512 0.08136 0.43021 -0.059
H -2.93519 -0.62036 -0.00739 0.258
H 0.18279 0.93860 -0.98363 0.412
H 3.42633 0.46133 -0.14198 0.444
H -0.84331 -2.70512 -0.27022 0.194

***

What is the stability order? It is model x, model w, from most stable to least stable.

***

Model w:
9
Properties=species:S:1:pos:R:3:nbo_charge:R:1 method="wB97M-V/def2-TZVPD" orbital_gap_ha=0.3106 lumo_energy_ev=-0.114
H 2.05588 -1.98025 0.56987 0.207
C 1.25405 -1.29254 0.45247 -0.493
H 1.29747 -0.45535 1.26840 0.187
H -2.29729 1.41993 0.47040 -0.210
F -1.55508 1.88432 -1.66620 -0.660
H -0.18385 -1.83355 -1.08280 0.174
H 0.27811 2.07850 0.45719 -0.173
C 0.15604 -1.22455 -0.28010 -0.344
Si -1.00533 1.40349 -0.18923 1.312

***

Model x:
9
Properties=species:S:1:pos:R:3:nbo_charge:R:1 method="wB97M-V/def2-TZVPD" orbital_gap_ha=0.3119 lumo_energy_ev=-0.627
Si 2.09674 -1.45872 1.32221 1.217
H -0.06470 -1.08872 -0.00870 0.227
F 0.81006 -1.75735 2.30803 -0.697
C 0.94008 -0.64551 0.04630 -0.795
H 1.02616 -3.29418 -1.68019 -0.008
H 1.76193 1.06336 -0.81970 0.175
H 0.44105 -3.72808 -1.90947 0.007
C 1.03350 0.29140 -0.79904 -0.310
H 0.33220 0.54906 -1.61456 0.183

***

Model y:
9
Properties=species:S:1:pos:R:3:nbo_charge:R:1 method="wB97M-V/def2-TZVPD" orbital_gap_ha=0.4018 lumo_energy_ev=1.036 smiles="F/C=C/[SiH3]"
F -2.81580 0.04942 -0.12023 -0.332
H 1.68368 -0.53698 1.20201 -0.173
C -1.51912 0.36380 0.03022 0.272
H 2.04956 -0.90236 -0.85654 -0.151
H 1.76865 1.39850 -0.14301 -0.153
C -0.49188 -0.44601 -0.02508 -0.705
Si 1.31881 0.07284 -0.10264 0.847
H -0.60827 -1.44583 -0.34549 0.236
H -1.38564 1.44661 0.36078 0.158

***

What is the stability order? It is model x, model y, model w, from most stable to least stable.

***

Model w:
10
Properties=species:S:1:pos:R:3:nbo_charge:R:1 method="wB97M-V/def2-TZVPD" orbital_gap_ha=0.3601 lumo_energy_ev=0.381
C 2.08470 0.26852 0.06576 0.679
C -0.11951 0.74917 0.01192 0.250
H -1.77112 0.37933 -1.11665 0.213
O -1.63969 -1.21976 0.24724 -0.703
H -2.15140 0.72309 0.56586 0.219
H -0.80464 -1.66154 0.05692 0.474
O 2.66625 0.39221 -0.95263 -0.472
C -1.47847 0.13460 -0.06999 -0.237
H 2.44497 0.46892 1.08198 0.138
O 0.76893 -0.23455 0.10959 -0.563

***

Model x:
10
Properties=species:S:1:pos:R:3:nbo_charge:R:1 method="wB97M-V/def2-TZVPD" orbital_gap_ha=0.3611 lumo_energy_ev=0.864
C 1.07463 -0.01857 -0.18445 0.073
O 1.07915 1.03635 0.67429 -0.683
O -1.61393 1.61446 -1.59599 -0.480
H 1.73623 0.10763 -1.03343 0.195
H 0.61878 0.71954 1.47072 0.487
H -1.25986 -0.38302 0.85034 0.483
H 0.26374 -1.95117 -0.62811 0.189
O -0.58967 -1.05112 1.08573 -0.739
C -1.58644 0.99640 -0.64558 0.485
C 0.27737 -1.07050 0.00647 -0.010

***

Model y:
10
Properties=species:S:1:pos:R:3:nbo_charge:R:1 method="wB97M-V/def2-TZVPD" orbital_gap_ha=0.3364 lumo_energy_ev=-0.215
O 0.47314 0.19938 0.48926 -0.483
H -0.25582 2.14496 0.43721 0.199
H -0.90439 -3.04927 -0.02748 0.504
C -0.53241 -0.34769 -0.19095 0.670
C 0.66220 1.59727 0.21079 -0.265
C -0.80651 -1.80824 0.09924 0.111
H 0.91259 1.74666 -0.84233 0.200
H 1.47863 1.92710 0.85170 0.201
O -1.21877 0.21809 -1.00747 -0.554
O 0.19135 -2.62826 -0.01998 -0.582

***

What is the stability order? It is model x, model w, model y, from most stable to least stable.

***

Model w:
10
Properties=species:S:1:pos:R:3:nbo_charge:R:1 method="wB97M-V/def2-TZVPD" orbital_gap_ha=0.3483 lumo_energy_ev=0.362
O 0.79947 -1.21626 -1.63844 -0.675
O 1.35735 -0.18172 0.46071 -0.479
C -1.17013 1.65413 0.46363 0.099
H -1.71528 2.27627 1.21227 0.078
H -0.36059 -1.32586 0.93883 0.173
O -0.75333 0.65928 1.20717 -0.475
H 0.53189 0.75958 -1.26159 0.207
H 0.73364 -2.06325 -1.17775 0.476
C -0.02118 -0.36640 0.54960 0.282
C 0.59817 -0.19578 -0.75443 0.313

***

Model x:
10
Properties=species:S:1:pos:R:3:nbo_charge:R:1 method="wB97M-V/def2-TZVPD" orbital_gap_ha=0.3463 lumo_energy_ev=0.565
H -1.87051 0.18508 -0.29496 0.174
C -1.01179 0.36325 0.38930 -0.775
H -0.85443 -1.38155 -1.20819 0.461
O -0.17561 -1.50671 -0.59583 -0.606
C 0.07410 -0.58976 0.21780 0.331
O 1.41876 0.89784 -0.95316 -0.590
H -1.36659 0.31861 1.49957 0.262
O 2.48324 0.08854 0.94731 -0.507
H -0.58058 1.24536 -0.01078 0.269
C 1.88341 0.37934 0.00894 0.981

***

Model y:
10
Properties=species:S:1:pos:R:3:nbo_charge:R:1 method="wB97M-V/def2-TZVPD" orbital_gap_ha=0.3965 lumo_energy_ev=0.620 smiles=O[C@H]1O[C@@]12CO2
H -1.53785 1.88800 -0.05970 0.199
O 0.30566 -1.60658 0.58752 -0.693
C 0.04012 0.42004 -0.64922 0.419
O 0.37674 1.72671 -0.86506 -0.462
C -0.58415 1.44434 0.12876 -0.126
O -0.26118 -0.58368 -1.51408 -0.464
C 0.72760 -0.85673 -0.47265 0.293
H 0.40548 -2.63400 0.34263 0.480
H -0.13720 1.52397 1.17295 0.183
H 1.77156 -1.18739 -0.72866 0.171

***

Model z:
10
Properties=species:S:1:pos:R:3:nbo_charge:R:1 method="wB97M-V/def2-TZVPD" orbital_gap_ha="0.2980 / 0.2873" lumo_energy_ev="-0.390 / -0.160"
O -0.14852 0.08399 -0.93321 -0.402
C -1.31673 -0.24742 -0.38212 -0.044
O 2.47053 0.46578 1.37373 -0.550
H 2.44645 1.42407 -1.08024 0.502
H -1.61112 -0.15578 0.59397 0.151
O 1.83158 0.82329 -1.46854 -0.643
C 1.37450 0.22615 0.90354 0.192
H -1.92350 -0.81134 -0.92599 0.151
H 0.64359 -0.16206 1.67415 0.137
C 1.03649 0.35215 -0.49279 0.507

***

What is the stability order? It is model x, model y, model z, model w, from most stable to least stable.